#1
H16O8 | ωB97M-V/def2-TZVPD

- frontier orbital gap (eV) = 11.16

Structure (XYZ):
```
24
H16O8 (ωB97M-V/def2-TZVPD)
O 2.860 -1.122 0.517
H 2.173 -1.805 0.527
H 3.622 -1.475 0.984
O 0.574 -2.571 0.523
H -0.054 -1.922 0.231
H 0.562 -2.490 1.479
O -2.939 1.273 -1.255
H -2.213 0.793 -1.724
H -3.700 0.991 -1.821
O -1.858 -0.946 -0.210
H -1.527 -0.226 0.379
H -2.555 -1.436 0.235
O -0.592 1.322 0.924
H -1.416 1.735 0.485
H 0.150 1.421 0.318
O 0.647 -0.984 2.805
H 0.943 -0.378 2.104
H -0.269 -0.681 2.960
O -0.282 1.444 -2.896
H -0.659 2.353 -2.856
H 0.455 1.552 -2.240
O 1.699 1.274 -0.400
H 2.021 0.440 0.024
H 2.356 1.437 -1.092
```

Okay, here come the natural (NBO) numbers, in e, for every atom: O -1.01; H 0.51; H 0.49; O -0.97; H 0.50; H 0.49; O -0.98; H 0.50; H 0.47; O -0.99; H 0.50; H 0.48; O -1.01; H 0.50; H 0.50; O -0.95; H 0.48; H 0.48; O -0.95; H 0.47; H 0.48; O -1.00; H 0.52; H 0.49

#2
H16O8 | ωB97M-V/def2-TZVPD

- frontier orbital gap (eV) = 11.01

Structure (XYZ):
```
24
H16O8 (ωB97M-V/def2-TZVPD)
O 0.081 0.479 -0.808
H -0.165 1.335 -1.176
H -0.627 0.279 -0.186
O -2.697 -1.356 -0.506
H -3.532 -1.113 -0.922
H -2.411 -0.549 -0.064
O -1.209 3.621 -4.932
H -1.610 3.090 -4.234
H -1.753 4.416 -4.964
O 3.394 -1.382 -1.427
H 2.485 -1.498 -1.727
H 3.386 -1.713 -0.522
O 1.573 -2.528 2.749
H 2.292 -3.032 2.352
H 1.919 -1.630 2.807
O -1.656 -2.728 3.528
H -1.964 -2.730 2.615
H -0.715 -2.532 3.457
O 2.814 2.979 -0.702
H 2.966 2.117 -1.106
H 2.283 3.452 -1.352
O -1.344 0.104 2.219
H -1.584 0.995 1.941
H -1.929 -0.075 2.963
```

Okay, here come the natural (NBO) numbers, in e, for every atom: O -0.93; H 0.46; H 0.46; O -0.93; H 0.47; H 0.46; O -0.93; H 0.46; H 0.47; O -0.94; H 0.48; H 0.46; O -0.95; H 0.47; H 0.48; O -0.96; H 0.47; H 0.49; O -0.94; H 0.48; H 0.46; O -0.95; H 0.46; H 0.49

#3
H16O8 | ωB97M-V/def2-TZVPD

- frontier orbital gap (eV) = 11.67

Structure (XYZ):
```
24
H16O8 (ωB97M-V/def2-TZVPD)
O 0.530 -8.247 6.103
H 1.375 -7.876 6.356
H 0.043 -7.508 5.738
O 1.032 -9.796 -2.345
H 0.929 -10.094 -3.248
H 1.432 -8.930 -2.422
O 4.525 -10.116 1.469
H 4.634 -9.393 2.087
H 3.857 -9.809 0.856
O 5.889 -6.830 4.475
H 5.889 -6.163 5.161
H 6.768 -6.786 4.097
O 5.209 -13.054 5.721
H 5.066 -12.604 4.889
H 4.334 -13.323 6.002
O 7.634 -14.170 0.054
H 8.449 -13.707 -0.138
H 7.042 -13.489 0.375
O 3.860 -5.629 -2.873
H 3.933 -4.763 -2.471
H 4.202 -5.511 -3.760
O -2.021 -12.950 -0.425
H -1.234 -12.409 -0.492
H -2.723 -12.329 -0.230
```

Okay, here come the natural (NBO) numbers, in e, for every atom: O -0.93; H 0.47; H 0.47; O -0.94; H 0.47; H 0.47; O -0.94; H 0.47; H 0.47; O -0.94; H 0.47; H 0.47; O -0.94; H 0.47; H 0.47; O -0.94; H 0.47; H 0.47; O -0.94; H 0.47; H 0.47; O -0.94; H 0.47; H 0.47

#4
H16O8 | ωB97M-V/def2-TZVPD

- frontier orbital gap (eV) = 10.44

Structure (XYZ):
```
24
H16O8 (ωB97M-V/def2-TZVPD)
O -0.790 -17.716 -15.103
H -1.458 -17.319 -15.648
H -1.037 -17.555 -14.223
O 0.271 -15.599 -12.247
H -0.358 -16.271 -12.430
H 0.109 -15.281 -11.339
O -1.259 -14.449 -14.506
H -0.326 -14.637 -14.574
H -1.642 -15.015 -15.218
O -1.970 -17.123 -12.496
H -2.275 -16.490 -11.858
H -2.027 -17.979 -12.052
O 1.920 -17.621 -16.262
H 1.049 -17.562 -15.922
H 1.810 -17.226 -17.131
O -4.189 -19.078 -13.949
H -3.376 -19.407 -14.284
H -4.164 -18.855 -13.012
O -3.134 -16.126 -15.843
H -3.225 -15.302 -16.320
H -3.642 -15.935 -15.056
O 0.563 -19.247 -13.126
H 1.464 -19.528 -13.396
H 0.558 -18.866 -12.256
```

Okay, here come the natural (NBO) numbers, in e, for every atom: O -0.97; H 0.48; H 0.48; O -0.96; H 0.48; H 0.46; O -0.96; H 0.48; H 0.47; O -0.95; H 0.49; H 0.48; O -0.95; H 0.49; H 0.45; O -0.95; H 0.48; H 0.47; O -0.94; H 0.47; H 0.49; O -0.96; H 0.49; H 0.47

Which one sits at the bottom of the stability order? #3 does.

#1
H16O8 | ωB97M-V/def2-TZVPD

- frontier orbital gap (eV) = 11.03

Structure (XYZ):
```
24
H16O8 (ωB97M-V/def2-TZVPD)
O -0.518 0.463 -1.266
H -0.344 -0.414 -0.907
H -0.060 1.059 -0.663
O -3.734 -1.292 1.614
H -3.776 -0.841 0.763
H -3.035 -0.830 2.090
O -1.777 3.279 0.184
H -1.988 2.471 0.664
H -1.142 2.997 -0.484
O -2.079 -1.481 -1.438
H -1.258 -1.764 -1.857
H -1.804 -1.178 -0.565
O 3.295 0.531 0.561
H 2.933 -0.127 -0.042
H 3.305 0.085 1.416
O 1.304 2.946 -0.003
H 1.036 2.415 0.755
H 1.869 3.629 0.376
O 1.528 -2.042 -1.317
H 1.110 -2.044 -2.186
H 0.958 -1.477 -0.783
O 1.698 -2.271 1.469
H 2.535 -1.929 1.138
H 1.929 -3.124 1.855
```

Okay, here come the natural (NBO) numbers, in e, for every atom: O -0.91; H 0.42; H 0.47; O -0.93; H 0.47; H 0.46; O -0.93; H 0.46; H 0.48; O -0.90; H 0.45; H 0.45; O -0.93; H 0.47; H 0.46; O -0.95; H 0.46; H 0.48; O -0.92; H 0.47; H 0.45; O -0.95; H 0.46; H 0.48

#2
H16O8 | ωB97M-V/def2-TZVPD

- frontier orbital gap (eV) = 10.64

Structure (XYZ):
```
24
H16O8 (ωB97M-V/def2-TZVPD)
O 1.765 -2.001 -1.072
H 2.642 -1.665 -0.869
H 1.153 -1.270 -0.819
O 0.351 0.044 0.107
H -0.430 0.280 -0.413
H 0.041 0.046 1.023
O 1.750 -3.169 2.454
H 1.128 -2.641 1.937
H 1.223 -3.551 3.164
O 1.338 2.835 1.188
H 1.826 2.115 0.772
H 1.088 3.409 0.456
O -0.881 -0.053 3.260
H -1.269 -0.782 3.756
H -0.412 0.471 3.921
O 1.320 1.857 -2.699
H 0.964 0.981 -2.894
H 2.237 1.697 -2.451
O -2.501 0.330 -0.599
H -3.023 -0.397 -0.238
H -3.028 1.121 -0.427
O -2.302 0.357 -3.469
H -2.250 0.482 -2.505
H -2.730 -0.497 -3.582
```

Okay, here come the natural (NBO) numbers, in e, for every atom: O -0.98; H 0.46; H 0.49; O -0.98; H 0.50; H 0.50; O -0.94; H 0.47; H 0.46; O -0.95; H 0.48; H 0.47; O -0.95; H 0.47; H 0.48; O -0.94; H 0.48; H 0.47; O -0.96; H 0.49; H 0.49; O -0.96; H 0.48; H 0.46

Which one sits at the bottom of the stability order? #1 does.